# 1
# C30H42As3FN3PdS

A structure of composition C30H42As3FN3PdS (ωB97M-V/def2-TZVPD, the Open Molecules 2025 dataset).

Calculated values
HOMO-LUMO gap (alpha / beta): 0.1826 / 0.1926 Ha
E_HOMO (alpha / beta): -13.201 / -15.412 eV
energy relative to the best compared isomer or geometry (same formula, charge and spin): 8.0 kcal per mole

```
! RIJCOSX wB97M-V def2-TZVPD def2/J DEFGRID3
* xyz 3 5
Pd -0.0827 0.0171 0.0042
C -0.8587 3.3051 -1.9058
As -0.0977 1.5113 -1.9965
C 1.6315 1.9257 -2.7909
C -0.9388 0.7664 -3.6171
C -2.3907 0.2495 -3.5756
C -3.3420 1.3242 -3.0589
C -2.5137 -1.0518 -2.7699
As -2.1645 -1.0722 -0.8258
C -3.7473 -0.2482 -0.0496
C -2.6111 -2.9470 -0.5467
C -2.7130 -0.0652 -5.0668
As -4.5549 -0.3926 -5.6260
C -5.5023 1.2295 -6.0310
C -5.6471 -1.5602 -4.5535
H -0.9408 3.7400 -2.9017
H -0.1893 3.9281 -1.3122
H -1.8327 3.3019 -1.4235
H 1.4979 2.2635 -3.8181
H 2.2720 1.0464 -2.7771
H 2.1095 2.7243 -2.2264
H -0.2715 -0.0351 -3.9471
H -0.8600 1.5700 -4.3548
H -3.0959 1.6144 -2.0389
H -4.3768 0.9677 -3.0342
H -3.3002 2.2240 -3.6765
H -1.8297 -1.7989 -3.1837
H -3.5237 -1.4601 -2.8649
H -4.6466 -0.5233 -0.6008
H -3.6465 0.8339 -0.0073
H -3.8341 -0.6093 0.9751
H -3.5809 -3.1629 -0.9949
H -2.6748 -3.1421 0.5229
H -1.8563 -3.5942 -0.9905
H -2.1375 -0.9263 -5.4118
H -2.4333 0.7832 -5.6969
H -4.8591 1.8848 -6.6139
H -5.7891 1.7152 -5.0965
H -6.3949 0.9784 -6.6011
H -5.1383 -2.5085 -4.3997
H -6.5800 -1.7222 -5.0914
H -5.8615 -1.0792 -3.5974
N 2.8145 -2.2064 2.7881
C 2.4724 -3.5008 3.1520
C 3.2376 -4.1887 4.0893
C 2.8793 -5.4738 4.4350
C 1.7587 -6.0922 3.8581
C 0.9933 -5.4216 2.9347
C 1.3452 -4.1146 2.5750
S 0.3817 -3.2575 1.4400
N 1.1018 -1.8067 1.2451
C 2.1775 -1.4354 1.8827
C 2.7163 -0.0728 1.6234
C 3.9588 0.3298 2.0899
C 4.3688 1.6394 1.8748
C 3.5188 2.4966 1.2056
C 2.3084 1.9987 0.7421
N 1.9140 0.7441 0.9256
H 3.6030 -1.8035 3.2750
H 4.1044 -3.7179 4.5364
H 3.4706 -6.0148 5.1612
H 1.4990 -7.1017 4.1452
H 0.1262 -5.8911 2.4874
H 4.6382 -0.3416 2.5974
H 5.3331 1.9750 2.2307
H 3.7809 3.5306 1.0318
H 1.6218 2.6404 0.2048
F -5.6324 3.3743 4.5458
C -4.5566 2.7790 4.0402
C -3.9867 3.3005 2.8831
C -2.8760 2.6816 2.3613
C -2.3093 1.5350 2.9777
C -1.1843 0.9100 2.4267
C -2.9296 1.0473 4.1580
C -4.0403 1.6615 4.6866
H -4.4210 4.1816 2.4313
H -2.4081 3.0845 1.4694
H -0.7102 0.0679 2.9125
H -0.7073 1.4035 1.5835
H -2.5127 0.1800 4.6547
H -4.5170 1.3048 5.5891
*
```

=====

# 2
# C18H19HfNO6S

A structure of composition C18H19HfNO6S (ωB97M-V/def2-TZVPD, the Open Molecules 2025 dataset).

Calculated values
HOMO-LUMO gap: 0.2797 Ha
E_HOMO: -14.983 eV

```
! RIJCOSX wB97M-V def2-TZVPD def2/J DEFGRID3
* xyz 2 1
Hf 0.0713 1.1613 1.0428
O -0.0487 -0.7155 -0.1994
C -1.3483 -0.4069 -0.8217
C -1.0897 0.9347 -1.5653
O -1.5987 1.2977 -2.5607
O -0.2532 1.7612 -0.7901
C -1.8446 -1.5447 -1.6519
C -1.2951 -1.7378 -2.9216
C -1.6683 -2.8398 -3.6718
C -2.5943 -3.7430 -3.1649
C -3.1468 -3.5490 -1.9067
C -2.7705 -2.4525 -1.1463
C -2.2226 -0.0370 0.4032
C -3.4061 0.6617 0.1810
C -4.2099 1.0298 1.2524
C -3.8458 0.7263 2.5609
C -2.6626 0.0504 2.8026
C -1.8390 -0.3215 1.7364
H 0.3460 -1.5400 -0.5261
H -0.5997 -1.0221 -3.3431
H -1.2515 -2.9883 -4.6586
H -2.8919 -4.5983 -3.7568
H -3.8722 -4.2514 -1.5195
H -3.2134 -2.3171 -0.1667
H -3.7023 0.9029 -0.8334
H -5.1318 1.5636 1.0613
H -4.4834 1.0168 3.3846
H -2.3640 -0.1938 3.8133
H -0.9963 -0.9838 1.9592
O 0.8014 3.1784 1.4835
N 0.2521 3.2744 2.6079
O -0.4699 2.2387 2.8225
O 1.9404 0.4903 1.4359
S 3.1345 0.3015 0.3851
C 4.5998 -0.0058 1.4106
C 5.6799 0.9932 0.9440
C 5.1665 1.7386 -0.2966
C 3.6669 1.9479 -0.0988
H 4.8627 -1.0526 1.2749
H 4.2531 0.1407 2.4345
H 6.5983 0.4558 0.7230
H 5.8892 1.6896 1.7534
H 5.3622 1.1730 -1.2094
H 5.6390 2.7118 -0.4208
H 3.1104 2.2505 -0.9843
H 3.4470 2.6100 0.7416
*
```

=====

# 3
# C3H5N3

An isolated molecule of C3H5N3 (ωB97M-V/def2-TZVPD, the Open Molecules 2025 dataset).

Calculated values
HOMO-LUMO gap: 0.3801 Ha
SMILES: [H]/N=C/[C@H]1N=C1N
E_HOMO: -9.550 eV
energy relative to the best compared isomer or geometry (same formula, charge and spin): 52.0 kcal per mole

```
! RIJCOSX wB97M-V def2-TZVPD def2/J DEFGRID3
* xyz 0 1
H 2.9993 -0.5747 0.6862
N 2.0417 -0.7555 0.3839
C 1.5229 0.3237 -0.0317
C 0.1592 0.3804 -0.6273
N -0.4664 -0.9484 -1.0480
C -1.0104 -0.2909 -0.1279
N -2.0773 -0.2929 0.7014
H 2.0595 1.2792 -0.0488
H 0.0114 1.2319 -1.2947
H -2.4479 0.6102 0.9480
H -2.7921 -0.9630 0.4590
*
```

=====

# 4
# CH3N3O

An isolated molecule of CH3N3O in a non-equilibrium geometry (ωB97M-V/def2-TZVPD, the Open Molecules 2025 dataset).

Calculated values
HOMO-LUMO gap: 0.3669 Ha
SMILES: ON1CN=N1
E_HOMO: -9.534 eV
energy relative to the best compared isomer or geometry (same formula, charge and spin): 117.8 kcal per mole

```
! RIJCOSX wB97M-V def2-TZVPD def2/J DEFGRID3
* xyz 0 1
O -1.6690 -0.5604 -0.5279
N -0.7029 0.2371 0.0512
C 0.7919 -0.1019 0.7080
N 1.1144 1.0402 -0.0549
N 0.0071 1.0750 -0.7130
H -1.5211 -0.5598 -1.4877
H 0.9531 -0.0769 1.7843
H 1.0264 -1.0533 0.2401
*
```

=====

# 5
# C20H36FN2O16

A cluster of 6 separate species, C20H36FN2O16 in total in a non-equilibrium geometry (ωB97M-V/def2-TZVPD, the Open Molecules 2025 dataset).

Calculated values
HOMO-LUMO gap: 0.3415 Ha
E_HOMO: -12.295 eV
energy relative to the best compared isomer or geometry (same formula, charge and spin): 0.0 kcal per mole

```
! RIJCOSX wB97M-V def2-TZVPD def2/J DEFGRID3
* xyz 1 1
O 3.9854 0.4959 2.7058
C 3.4385 0.9597 1.7838
F 3.3794 2.2566 1.5565
C 2.6120 0.2034 0.7894
C 1.1821 0.6288 1.0027
C 0.6215 1.8476 0.8099
N -0.7086 1.6811 1.2126
C -0.9189 0.4441 1.6161
N 0.2281 -0.2300 1.4922
H 2.7083 -0.8473 1.0106
H 2.9117 0.4142 -0.2298
H 1.0806 2.7385 0.4358
H -1.3952 2.4210 1.2194
H -1.8425 0.0528 1.9957
H 0.3645 -1.2003 1.7241
C -2.0927 2.4360 -2.4136
O -1.8915 2.1875 -3.7966
C -0.6068 2.0147 -4.1212
O 0.3120 2.0138 -3.3378
O -0.5279 1.8235 -5.4264
C 0.7985 1.6150 -5.9273
H -3.1632 2.5349 -2.2566
H -1.7206 1.5979 -1.8230
H -1.6001 3.3583 -2.1061
H 1.2391 0.7247 -5.4840
H 1.4228 2.4832 -5.7288
H 0.7003 1.4758 -6.9987
C -3.7187 -4.8500 -0.5219
O -2.6181 -4.3076 -1.2687
C -2.3327 -3.0470 -1.0036
O -2.8861 -2.3338 -0.2022
O -1.2920 -2.6772 -1.7598
C -0.9460 -1.3117 -1.5814
H -3.8289 -5.8791 -0.8487
H -3.5041 -4.8283 0.5439
H -4.6319 -4.3005 -0.7365
H -0.6968 -1.1259 -0.5405
H -1.7625 -0.6615 -1.8913
H -0.0778 -1.1091 -2.2036
C -1.9082 -6.4492 -3.9014
O -3.0455 -7.0927 -4.4764
C -3.2173 -8.3532 -4.0746
O -2.5202 -8.9399 -3.2893
O -4.2938 -8.8400 -4.6840
C -4.6006 -10.1961 -4.3461
H -1.8876 -5.4389 -4.2998
H -1.9982 -6.4037 -2.8187
H -0.9911 -6.9645 -4.1805
H -4.8040 -10.2896 -3.2814
H -3.7838 -10.8560 -4.6301
H -5.4907 -10.4569 -4.9101
C 2.4057 5.7596 2.3410
O 2.4025 6.6703 1.2465
C 1.5228 6.3461 0.3015
O 0.8095 5.3685 0.3148
O 1.5768 7.2581 -0.6558
C 0.6836 7.0361 -1.7521
H 3.1625 6.0908 3.0450
H 1.4338 5.7533 2.8316
H 2.6566 4.7563 1.9994
H -0.3495 7.0444 -1.4116
H 0.9104 6.0933 -2.2458
H 0.8431 7.8557 -2.4451
C 4.3956 1.8931 5.3323
O 4.2643 2.4717 6.6306
C 3.1909 2.0560 7.3003
O 2.3605 1.2853 6.8872
O 3.1883 2.6436 8.4906
C 2.0849 2.2887 9.3289
H 5.2879 2.3191 4.8836
H 4.5081 0.8142 5.4015
H 3.5321 2.1400 4.7193
H 2.0894 1.2209 9.5367
H 1.1433 2.5769 8.8660
H 2.2167 2.8387 10.2553
*
```

=====

# 6
# C22H24N4O3S

An isolated molecule of C22H24N4O3S in a non-equilibrium geometry (ωB97M-V/def2-TZVPD, the Open Molecules 2025 dataset).

Calculated values
HOMO-LUMO gap: 0.3163 Ha
SMILES: CCn1c(COc2ccccc2C)nnc1SCC(=O)CC(=O)Nc1ccccc1
E_HOMO: -8.099 eV
energy relative to the best compared isomer or geometry (same formula, charge and spin): 35.8 kcal per mole

```
! RIJCOSX wB97M-V def2-TZVPD def2/J DEFGRID3
* xyz 0 1
C -0.5164 -0.2319 -3.8261
C -1.4900 -0.5157 -2.6861
N -0.9614 -0.0596 -1.4271
C -0.3759 -0.7690 -0.4117
C -0.2652 -2.2537 -0.3517
O 0.2366 -2.8379 -1.5299
C 1.5323 -2.5678 -1.9015
C 2.4096 -1.7740 -1.1778
C 3.6933 -1.5578 -1.6549
C 4.1037 -2.1272 -2.8441
C 3.2245 -2.9237 -3.5607
C 1.9381 -3.1566 -3.1085
C 0.9751 -4.0150 -3.8694
N 0.0197 0.0373 0.5301
N -0.2905 1.2915 0.1725
C -0.8698 1.2292 -0.9971
S -1.4963 2.6037 -1.8423
C -1.2186 3.7806 -0.4856
C -1.8874 3.3081 0.7877
O -2.8411 2.5666 0.7968
C -1.2655 3.8315 2.0481
C -0.3672 2.7257 2.6671
O 0.7938 2.9387 2.9073
N -1.0739 1.6080 2.9386
C -0.5829 0.3523 3.3120
C -1.4604 -0.7270 3.2465
C -1.0319 -1.9949 3.5873
C 0.2736 -2.1995 4.0020
C 1.1430 -1.1246 4.0760
C 0.7241 0.1492 3.7391
H 0.4361 -0.7264 -3.6467
H -0.9320 -0.5977 -4.7607
H -0.3450 0.8384 -3.9168
H -2.4362 0.0062 -2.8628
H -1.6759 -1.5883 -2.6022
H -1.2634 -2.6906 -0.2289
H 0.3369 -2.5086 0.5289
H 2.1089 -1.3151 -0.2494
H 4.3673 -0.9365 -1.0850
H 5.1026 -1.9557 -3.2151
H 3.5424 -3.3736 -4.4902
H 1.4473 -4.4329 -4.7543
H 0.6185 -4.8264 -3.2370
H 0.1056 -3.4334 -4.1732
H -1.6540 4.7281 -0.8075
H -0.1453 3.8924 -0.3369
H -2.0482 4.0574 2.7744
H -0.6466 4.7090 1.8740
H -2.0226 1.5859 2.5800
H -2.4770 -0.5683 2.9131
H -1.7190 -2.8268 3.5272
H 0.6093 -3.1917 4.2656
H 2.1621 -1.2785 4.3991
H 1.4049 0.9818 3.7842
*
```

=====

# 7
# C8H14N2

A cluster of 2 separate species, C8H14N2 in total in a non-equilibrium geometry (ωB97M-V/def2-TZVPD, the Open Molecules 2025 dataset).

Calculated values
HOMO-LUMO gap: 0.4323 Ha
SMILES: CCCC#N.CCCC#N
E_HOMO: -10.959 eV
energy relative to the best compared isomer or geometry (same formula, charge and spin): 24.0 kcal per mole

```
! RIJCOSX wB97M-V def2-TZVPD def2/J DEFGRID3
* xyz 0 1
C 4.1812 -1.6125 2.6961
C 3.4753 -0.7783 1.6063
C 1.9986 -1.0559 1.3917
C 1.1315 -0.6081 2.5107
N 0.4339 -0.2473 3.3509
H 4.8446 -0.9670 3.2675
H 4.8185 -2.3438 2.1995
H 3.4698 -2.1003 3.3556
H 3.9575 -0.8638 0.6319
H 3.5528 0.2817 1.8564
H 1.6449 -2.0727 1.1989
H 1.5985 -0.4923 0.5415
C -3.6585 0.1329 -2.8450
C -3.6704 1.3814 -1.9743
C -2.2666 1.9855 -1.8421
C -1.3519 1.2430 -0.9662
N -0.6502 0.6695 -0.2657
H -3.3000 0.2804 -3.8692
H -4.6370 -0.3244 -3.0312
H -3.0659 -0.6521 -2.3744
H -3.9914 1.0304 -0.9882
H -4.3698 2.1704 -2.2376
H -2.4223 2.9791 -1.4215
H -1.7228 1.9641 -2.7916
*
```

=====

# 8
# C2H7OS2

A cluster of 2 separate species, C2H7OS2 in total in a non-equilibrium geometry (ωB97M-V/def2-TZVPD, the Open Molecules 2025 dataset).

Calculated values
HOMO-LUMO gap: 0.2384 Ha
E_HOMO: -2.862 eV
energy relative to the best compared isomer or geometry (same formula, charge and spin): 6.6 kcal per mole

```
! RIJCOSX wB97M-V def2-TZVPD def2/J DEFGRID3
* xyz -1 1
C 0.5979 1.2186 -1.7808
O -0.5377 0.3226 -1.9018
C 0.6405 2.1029 -0.5459
H 0.4569 1.9191 -2.6638
H 1.5593 0.6731 -1.8633
H 1.6040 2.5951 -0.5005
H 0.5292 1.4971 0.3571
H -0.1938 2.8780 -0.5330
S 0.7105 -1.1333 0.4576
S -1.0441 -0.7275 1.6381
H -0.4024 -0.3183 -1.1520
H -1.3443 -1.9799 2.0006
*
```

=====

# 9
# C2H8N4O

A cluster of 3 separate species, C2H8N4O in total in a non-equilibrium geometry (ωB97M-V/def2-TZVPD, the Open Molecules 2025 dataset).

Calculated values
HOMO-LUMO gap (alpha / beta): 0.2371 / 0.3289 Ha
E_HOMO (alpha / beta): -8.040 / -8.805 eV
energy relative to the best compared isomer or geometry (same formula, charge and spin): 154.3 kcal per mole

```
! RIJCOSX wB97M-V def2-TZVPD def2/J DEFGRID3
* xyz 0 1
C -2.1053 -0.7354 0.5134
O -1.3733 -0.1007 -0.4989
H -0.1018 -0.2737 -0.2178
H -1.4548 -1.2818 1.2118
H -2.7908 -1.4694 0.0660
H -2.6978 -0.0189 1.1015
C 1.1413 -0.4055 0.0576
N 1.9151 -0.2212 -1.0521
N -0.1086 1.5464 0.4500
N 0.0632 2.3412 -0.3706
N 1.4441 -0.9174 1.1782
H 2.9208 -0.1783 -0.9759
H 1.5097 0.2277 -1.8570
H -0.7159 2.8766 -0.8018
H 2.3541 -1.3896 1.1956
*
```

=====

# 10
# C5H6O

A structure of composition C5H6O in a non-equilibrium geometry (ωB97M-V/def2-TZVPD, the Open Molecules 2025 dataset).

Calculated values
HOMO-LUMO gap: 0.3933 Ha
E_HOMO: -9.714 eV
energy relative to the best compared isomer or geometry (same formula, charge and spin): 80.7 kcal per mole

```
! RIJCOSX wB97M-V def2-TZVPD def2/J DEFGRID3
* xyz 0 1
O -1.5725 1.7081 0.4407
C -0.6656 0.9922 0.0183
C -1.1087 -0.2250 -0.7072
C -0.0002 -0.8547 0.2025
C 1.3615 -0.3978 -0.2028
C 0.5805 0.5706 0.6288
H -2.1405 0.3569 -0.2689
H -0.9231 -0.3979 -1.7774
H -0.1493 -1.6093 0.9641
H 1.5691 -0.1758 -1.2476
H 2.2100 -0.8272 0.3350
H 0.8775 0.8914 1.6202
*
```

=====

# 11
# C3H2ClNO

A structure of composition C3H2ClNO in a non-equilibrium geometry (ωB97M-V/def2-TZVPD, the Open Molecules 2025 dataset).

Calculated values
HOMO-LUMO gap: 0.3372 Ha
E_HOMO: -9.415 eV
energy relative to the best compared isomer or geometry (same formula, charge and spin): 55.7 kcal per mole

```
! RIJCOSX wB97M-V def2-TZVPD def2/J DEFGRID3
* xyz 0 1
C 0.9806 0.3767 -0.3174
C 0.5316 -0.8136 0.1838
C -0.3378 0.9955 0.0213
N -0.7291 -0.4125 0.6249
O -1.0131 1.9788 0.0752
Cl -2.1049 -0.9744 -0.1160
H 1.9783 0.7109 -0.6508
H 0.6944 -1.8614 0.1791
*
```

=====

# 12
# C4H13NO3

A cluster of 3 separate species, C4H13NO3 in total in a non-equilibrium geometry (ωB97M-V/def2-TZVPD, the Open Molecules 2025 dataset).

Calculated values
HOMO-LUMO gap: 0.3517 Ha
SMILES: CCNCC=O.O.O
E_HOMO: -9.096 eV
energy relative to the best compared isomer or geometry (same formula, charge and spin): 56.2 kcal per mole

```
! RIJCOSX wB97M-V def2-TZVPD def2/J DEFGRID3
* xyz 0 1
C 1.4577 1.1094 -1.8753
C 0.4222 0.0441 -1.5058
N 0.7417 -0.3990 -0.1203
C 0.1770 -1.7094 0.2092
C 0.7280 -2.0400 1.5994
O 0.5179 -1.2528 2.4954
H 1.2873 1.9542 -1.1808
H 1.4202 1.5904 -2.8302
H 2.4571 0.7403 -1.6718
H 0.6084 -0.7833 -2.2046
H -0.6454 0.2401 -1.6283
H 0.4076 0.3807 0.4781
H -0.9171 -1.6302 0.1400
H 0.5951 -2.4735 -0.4773
H 1.1446 -3.0050 1.6584
O -1.7056 1.8376 -0.1905
H -2.1009 1.3968 -0.9883
H -1.9995 2.7339 -0.0402
O -1.6846 0.5480 3.0142
H -1.4447 1.0913 2.2651
H -1.4671 -0.3736 2.8537
*
```

=====

Repeat the fourth record exactly.
# CH3N3O

An isolated molecule of CH3N3O in a non-equilibrium geometry (ωB97M-V/def2-TZVPD, the Open Molecules 2025 dataset).

Calculated values
HOMO-LUMO gap: 0.3669 Ha
SMILES: ON1CN=N1
E_HOMO: -9.534 eV
energy relative to the best compared isomer or geometry (same formula, charge and spin): 117.8 kcal per mole

```
! RIJCOSX wB97M-V def2-TZVPD def2/J DEFGRID3
* xyz 0 1
O -1.6690 -0.5604 -0.5279
N -0.7029 0.2371 0.0512
C 0.7919 -0.1019 0.7080
N 1.1144 1.0402 -0.0549
N 0.0071 1.0750 -0.7130
H -1.5211 -0.5598 -1.4877
H 0.9531 -0.0769 1.7843
H 1.0264 -1.0533 0.2401
*
```

=====

What did the tenth record say?
# C5H6O

A structure of composition C5H6O in a non-equilibrium geometry (ωB97M-V/def2-TZVPD, the Open Molecules 2025 dataset).

Calculated values
HOMO-LUMO gap: 0.3933 Ha
E_HOMO: -9.714 eV
energy relative to the best compared isomer or geometry (same formula, charge and spin): 80.7 kcal per mole

```
! RIJCOSX wB97M-V def2-TZVPD def2/J DEFGRID3
* xyz 0 1
O -1.5725 1.7081 0.4407
C -0.6656 0.9922 0.0183
C -1.1087 -0.2250 -0.7072
C -0.0002 -0.8547 0.2025
C 1.3615 -0.3978 -0.2028
C 0.5805 0.5706 0.6288
H -2.1405 0.3569 -0.2689
H -0.9231 -0.3979 -1.7774
H -0.1493 -1.6093 0.9641
H 1.5691 -0.1758 -1.2476
H 2.2100 -0.8272 0.3350
H 0.8775 0.8914 1.6202
*
```

=====

Q: Which formula does entry 12 have?
A: C4H13NO3